Here is a cluster of 3 separate species, C13H20BrCl4N2O6 in total from the Open Molecules 2025 dataset. Energies are from the ωB97M-V functional and the def2-TZVPD basis.

Positions of all 46 atoms, in Å:
C 0.307 -5.044 0.242
C 0.968 -3.751 -0.537
O 2.195 -3.317 -0.213
O 0.259 -2.954 -1.593
C -0.489 -1.951 -0.820
N -1.339 -1.008 -1.641
Br -2.465 0.040 -0.568
C -0.535 -0.189 -2.625
C -0.701 -0.900 -4.112
O -1.393 -0.195 -5.027
O -0.119 -2.191 -4.512
N 0.898 0.077 -2.222
C 1.830 0.164 -3.415
C 2.986 -1.021 -3.656
O 1.795 1.117 -4.368
C 1.012 1.309 -1.322
C 1.067 1.201 0.345
O 1.096 2.582 -1.799
H 0.971 -6.008 0.040
H -0.836 -5.229 -0.040
H 0.311 -4.878 1.424
H 0.261 -1.435 -0.083
H -1.247 -2.565 -0.131
H -1.066 0.880 -2.675
H 2.723 -1.622 -4.645
H 3.992 -0.446 -3.883
H 3.114 -1.702 -2.713
H 0.024 0.841 0.798
H 1.278 2.256 0.853
H 1.866 0.418 0.713
Cl -1.364 4.950 3.544
C -0.696 4.834 1.896
C -1.652 4.145 0.936
Cl -1.843 2.413 1.304
H 0.263 4.311 1.955
H -0.505 5.858 1.560
H -1.264 4.210 -0.085
H -2.644 4.607 0.953
Cl -1.059 2.098 4.137
C -1.632 0.542 4.788
C -0.686 -0.601 4.459
Cl -0.677 -0.989 2.721
H -2.637 0.360 4.395
H -1.707 0.662 5.873
H -1.002 -1.508 4.984
H 0.341 -0.374 4.762

As for the net charge: -1. As for the HOMO-LUMO gap: 6.4 eV. Its total energy is -5482.8067 Ha. For the HOMO energy, the calculation gives -4.347 eV.

Here is a cluster of 3 separate species, C13H20ClINO2 in total from the Open Molecules 2025 dataset. Energies are from the ωB97M-V functional and the def2-TZVPD basis.

Positions of all 38 atoms, in Å:
Cl 3.361 -2.816 0.916
C 2.605 -1.208 1.335
C 1.050 -1.010 1.411
C 0.427 0.377 1.799
C 1.434 1.546 2.086
C 2.966 1.229 1.954
N 3.477 -0.085 1.601
I 5.519 -0.386 1.429
H 0.368 -1.891 1.172
H -0.710 0.526 1.871
H 1.067 2.595 2.348
H 3.690 2.083 2.167
C -1.119 4.988 -0.725
C -1.386 3.579 -1.205
C -0.622 2.750 -0.192
O -0.638 3.484 1.043
C -1.114 4.814 0.780
H -1.857 5.715 -1.067
H -0.132 5.316 -1.068
H -2.457 3.360 -1.136
H -1.066 3.396 -2.232
H 0.423 2.620 -0.492
H -1.066 1.763 -0.038
H -2.125 4.895 1.192
H -0.473 5.540 1.284
C -0.381 -5.005 -1.436
C -0.990 -3.918 -2.294
C -1.911 -3.219 -1.313
O -1.311 -3.352 -0.015
C -0.246 -4.309 -0.096
H 0.568 -5.385 -1.816
H -1.077 -5.845 -1.351
H -0.208 -3.228 -2.629
H -1.513 -4.295 -3.175
H -2.894 -3.699 -1.279
H -2.048 -2.161 -1.548
H 0.699 -3.761 -0.026
H -0.310 -5.002 0.746

As for the net charge: +1. As for the HOMO-LUMO gap: 7.2 eV. Its total energy is -1470.0423 Ha. For the HOMO energy, the calculation gives -12.063 eV.

Here is an isolated molecule of C13H20N2O from the Open Molecules 2025 dataset. Energies are from the ωB97M-V functional and the def2-TZVPD basis.

Positions of all 36 atoms, in Å:
C -4.233 -0.798 1.597
C -4.099 -0.352 0.135
C -5.004 0.850 -0.143
N -2.739 -0.062 -0.299
C -1.914 -1.228 -0.539
C -0.674 -0.781 -1.318
N 0.060 0.201 -0.563
C 1.407 0.114 -0.291
C 2.201 1.260 -0.147
C 3.544 1.171 0.152
C 4.153 -0.069 0.303
O 5.491 -0.114 0.592
C 3.385 -1.214 0.156
C 2.036 -1.125 -0.127
C -0.751 1.349 -0.256
C -2.003 0.892 0.505
H -3.975 0.012 2.274
H -5.258 -1.098 1.796
H -3.583 -1.646 1.802
H -4.438 -1.176 -0.506
H -4.824 1.653 0.567
H -6.047 0.554 -0.061
H -4.822 1.223 -1.147
H -2.479 -1.950 -1.132
H -1.592 -1.715 0.399
H -0.042 -1.633 -1.559
H -1.015 -0.324 -2.260
H 1.770 2.238 -0.288
H 4.144 2.061 0.260
H 5.767 -1.034 0.671
H 3.841 -2.189 0.276
H 1.466 -2.038 -0.204
H -0.197 2.046 0.371
H -1.063 1.860 -1.179
H -2.633 1.758 0.706
H -1.679 0.456 1.467

As for the HOMO-LUMO gap: 8.0 eV. Its total energy is -692.0976 Ha. The SMILES is CC(C)N1CCN(c2ccc(O)cc2)CC1. For the HOMO energy, the calculation gives -7.082 eV.

Here is an isolated molecule of C13H20N2O4 from the Open Molecules 2025 dataset. Energies are from the ωB97M-V functional and the def2-TZVPD basis.

Positions of all 39 atoms, in Å:
C -5.418 -0.052 -1.838
C -4.870 0.440 -0.503
N -3.655 -0.259 -0.122
C -2.508 0.127 -0.921
C -1.304 -0.729 -0.546
N -0.989 -0.542 0.859
C 0.221 -1.246 1.244
C 1.415 -0.610 0.593
O 1.414 0.742 0.671
C 2.380 1.453 0.078
C 2.157 2.938 0.248
O 0.811 3.297 0.096
C 3.420 0.889 -0.575
C 3.528 -0.544 -0.668
O 4.416 -1.187 -1.223
C 2.414 -1.269 -0.037
O 2.470 -2.612 -0.144
C -2.134 -0.934 1.658
C -3.334 -0.072 1.280
H -5.460 -1.138 -1.838
H -4.799 0.274 -2.670
H -6.420 0.340 -1.989
H -5.614 0.236 0.273
H -4.715 1.533 -0.541
H -2.737 -0.030 -1.975
H -2.254 1.193 -0.771
H -0.443 -0.430 -1.148
H -1.532 -1.787 -0.765
H 0.211 -2.314 0.973
H 0.323 -1.166 2.332
H 2.525 3.231 1.246
H 2.722 3.491 -0.504
H 0.271 2.676 0.603
H 4.177 1.498 -1.041
H 3.296 -2.783 -0.647
H -1.897 -0.783 2.714
H -2.392 -1.995 1.500
H -4.195 -0.372 1.882
H -3.100 0.985 1.505

As for the HOMO-LUMO gap: 9.3 eV. Its total energy is -917.8071 Ha. The SMILES is CCN1CCN(Cc2oc(CO)cc(=O)c2O)CC1. For the HOMO energy, the calculation gives -8.833 eV.

Here is a structure of composition C13H20N5O9Ti from the Open Molecules 2025 dataset. Energies are from the ωB97M-V functional and the def2-TZVPD basis.

Positions of all 48 atoms, in Å:
Ti -0.397 0.289 -0.455
O -1.296 4.394 1.654
C -1.079 3.142 1.317
O -1.704 2.539 0.474
C 0.041 2.485 2.104
O -0.013 1.085 1.939
C -1.008 0.427 2.723
C -2.004 -0.353 1.821
O -2.932 -0.955 2.297
O -1.711 -0.299 0.564
H -2.008 4.810 1.136
H 1.003 2.812 1.686
H -0.002 2.780 3.160
H -1.579 1.127 3.340
H -0.505 -0.290 3.386
N -1.869 1.141 -1.862
C -1.318 2.181 -2.742
C 0.062 1.764 -3.242
C 1.045 1.518 -2.093
O 2.191 1.198 -2.284
O 0.552 1.691 -0.887
H -2.162 0.322 -2.402
H -2.679 1.504 -1.362
H -1.232 3.106 -2.161
H -1.976 2.374 -3.603
H 0.498 2.519 -3.899
H -0.001 0.832 -3.811
N -2.645 -1.823 -1.691
N -1.530 -2.684 -1.721
C -0.257 -2.189 -1.633
O 0.700 -2.916 -1.488
O -0.187 -0.882 -1.735
H -3.132 -1.883 -0.792
H -3.294 -2.085 -2.431
H -1.643 -3.685 -1.595
N 4.133 -3.170 2.011
C 3.144 -2.410 1.524
C 3.409 -1.212 0.835
C 2.374 -0.454 0.352
N 1.083 -0.786 0.513
C 0.818 -1.927 1.170
C 1.787 -2.747 1.690
H 5.093 -2.935 1.816
H 3.942 -4.071 2.417
H 4.428 -0.897 0.676
H 2.578 0.454 -0.207
H -0.229 -2.194 1.282
H 1.510 -3.650 2.209

As for the net charge: +1. As for the HOMO-LUMO gap: 8.6 eV. Its total energy is -2307.7868 Ha. For the HOMO energy, the calculation gives -11.891 eV.

Here is an isolated molecule of C13H20O3 from the Open Molecules 2025 dataset. Energies are from the ωB97M-V functional and the def2-TZVPD basis.

Positions of all 36 atoms, in Å:
C -3.669 2.025 0.854
C -2.615 0.949 0.640
C -1.210 1.573 0.386
C -0.187 0.435 0.155
O 0.044 -0.089 1.493
C 1.080 -1.088 1.611
C 0.646 -2.397 0.986
C -0.606 -2.942 1.060
C -0.506 -4.259 0.475
C 0.784 -4.378 0.015
O 1.526 -3.289 0.398
O 2.294 -0.615 1.002
C 2.192 -0.160 -0.331
C 1.151 0.964 -0.387
C 1.077 1.558 -1.827
C 2.382 2.328 -2.216
H -3.317 2.730 1.597
H -4.632 1.620 1.167
H -3.767 2.578 -0.087
H -2.942 0.369 -0.243
H -2.618 0.322 1.551
H -1.292 2.230 -0.486
H -0.868 2.156 1.220
H -0.588 -0.348 -0.471
H 1.280 -1.255 2.649
H -1.469 -2.499 1.544
H -1.308 -4.993 0.462
H 1.203 -5.261 -0.482
H 1.902 -0.968 -0.992
H 3.185 0.232 -0.642
H 1.488 1.822 0.237
H 0.935 0.767 -2.572
H 0.261 2.304 -1.857
H 2.749 2.961 -1.395
H 2.254 2.998 -3.065
H 3.160 1.619 -2.451

As for the HOMO-LUMO gap: 9.7 eV. Its total energy is -733.0231 Ha. The SMILES is CCC[C@@H]1O[C@@H](c2ccco2)OC[C@H]1CC. For the HOMO energy, the calculation gives -8.757 eV.

What is the formula in the first record?
C13H20BrCl4N2O6

What is the formula in the second record?
C13H20ClINO2

Which formula does entry 3 have?
C13H20N2O